[1]
A cluster of 2 separate species, CH6N2O2 in total. Source: the Open Molecules 2025 dataset; level of theory: ωB97M-V/def2-TZVPD.

Calculated values
Orbital gap: 0.378 Ha
E_HOMO: -0.3572 hartree
Total charge: 0
Energy relative to the best compared isomer or geometry (same formula, charge and spin): 0.502 eV

Last column: Mulliken charge in e.
Atoms and positions in Å:
N (-0.51188, -0.33136, 1.07165)  -0.4544
C (-0.88609, -1.24233, 0.09154)  0.5298
N (-0.12931, -1.13733, -1.06481)  -0.4379
O (-1.75618, -2.07088, 0.26407)  -0.5813
H (-0.30010, 0.58720, 0.68718)  0.2386
H (-1.26097, -0.33031, 1.75241)  0.2599
H (0.86265, -1.20600, -0.93125)  0.2248
H (-0.50016, -1.65187, -1.85054)  0.2268
O (1.26171, 2.33600, 0.29298)  -0.6434
H (2.18629, 2.12426, 0.12409)  0.3154
H (1.03404, 2.92262, -0.43733)  0.3217


[2]
A cluster of 2 separate species, CH6N2O2 in total. Source: the Open Molecules 2025 dataset; level of theory: ωB97M-V/def2-TZVPD.

Calculated values
Orbital gap (spin up / spin down): 0.296 / 0.324 Ha
E_HOMO (spin up / spin down): -0.2541 / -0.3544 hartree
2S+1: 3
Total charge: 0
Energy relative to the best compared isomer or geometry (same formula, charge and spin): 0.000 eV

Last column: Mulliken spin population.
Atoms and positions in Å:
C (-1.71165, -0.32895, -0.19981)  0.0191
N (-0.76969, 0.67872, -0.46946)  0.2435
N (0.32976, 0.87673, 0.30526)  0.8454
O (3.01329, -0.12998, -0.05710)  0.1927
O (1.70848, -0.48963, 0.15809)  0.7089
H (-1.88854, -0.85287, -1.11606)  0.0056
H (-1.25614, -1.08922, 0.59972)  -0.0025
H (-2.66338, 0.10966, 0.19025)  0.0143
H (-0.40014, 0.74882, -1.43077)  -0.0019
H (0.13132, 0.70860, 1.26206)  -0.0219
H (3.50669, -0.23187, 0.75780)  -0.0031


[3]
A cluster of 2 separate species, CH6N2O3S in total. Source: the Open Molecules 2025 dataset; level of theory: ωB97M-V/def2-TZVPD.

Calculated values
Orbital gap (spin up / spin down): 0.313 / 0.337 Ha
E_HOMO (spin up / spin down): -0.3076 / -0.3292 hartree
Total charge: 0
Energy relative to the best compared isomer or geometry (same formula, charge and spin): 4.909 eV

Last column: Mulliken charge in e.
Atoms and positions in Å:
C (2.03307, 1.13718, 0.54883)  -0.1894
N (0.64483, 1.45747, -1.27851)  -0.4191
N (-1.08247, -2.00432, -1.59895)  -0.5304
O (-0.52871, -1.43506, 0.66754)  -0.4894
O (-3.09412, -1.65297, -0.08194)  -0.5094
O (1.66879, 1.75790, -0.51417)  -0.0604
S (-1.78975, -2.28597, -0.09285)  0.6128
H (2.90728, 1.65978, 0.85633)  0.3206
H (1.35014, 0.29698, 0.83754)  0.1986
H (0.69066, 2.13922, -2.07872)  0.1896
H (-0.85763, -0.80788, 1.34314)  0.3121
H (-1.44136, -1.15741, -2.10227)  0.2817
H (-0.08938, -2.19887, -1.60974)  0.2828


[4]
A structure of composition CH6N2OS. Source: the Open Molecules 2025 dataset; level of theory: ωB97M-V/def2-TZVPD.

Calculated values
Orbital gap (spin up / spin down): 0.276 / 0.275 Ha
E_HOMO (spin up / spin down): -0.2979 / -0.2978 hartree
Total charge: 0
Energy relative to the best compared isomer or geometry (same formula, charge and spin): 6.992 eV

Last column: Mulliken charge in e.
Atoms and positions in Å:
C (3.03502, -0.45453, -0.14767)  -0.3610
N (1.10599, -0.10351, -0.16272)  0.2710
N (-2.32081, -0.11849, 0.31135)  -0.7600
O (0.32353, -1.03265, -0.25444)  -0.3665
S (0.46280, 1.41976, 0.29743)  -0.1081
H (3.11126, -1.01732, -1.04219)  0.1707
H (3.10101, 0.59358, -0.22490)  0.1193
H (-2.76566, 0.87751, 0.31762)  0.3074
H (-2.37261, -0.52630, -0.65470)  0.2381
H (-2.90377, -0.64871, 1.01956)  0.2144
H (-0.77676, 1.01065, 0.54066)  0.2747


[5]
A cluster of 3 separate species, CH6N2OS2 in total. Source: the Open Molecules 2025 dataset; level of theory: ωB97M-V/def2-TZVPD.

Calculated values
Orbital gap (spin up / spin down): 0.319 / 0.216 Ha
E_HOMO (spin up / spin down): -0.2959 / -0.3492 hartree
2S+1: 3
Total charge: 0
Energy relative to the best compared isomer or geometry (same formula, charge and spin): 0.202 eV

Last column: Mulliken spin population.
Atoms and positions in Å:
C (-2.41936, 4.19053, 0.82821)  -0.0004
N (2.18286, -4.30267, -0.56863)  0.0274
N (-3.51815, 3.64593, 1.12156)  0.0000
O (1.80541, -1.05594, -1.93171)  0.3106
S (1.00557, 0.23176, 0.40515)  1.0571
S (1.92644, -1.16453, -0.49251)  0.6116
H (-1.59941, 3.87060, 0.15666)  0.0010
H (-2.05763, 4.80470, 1.69830)  0.0000
H (2.07789, -3.98847, -1.54290)  -0.0032
H (1.34778, -4.54644, -0.06208)  -0.0026
H (3.04135, -4.52759, -0.11005)  -0.0016
H (-3.79275, 2.84213, 0.49799)  0.0000


[6]
An isolated molecule of CH6N2P2. Source: the Open Molecules 2025 dataset; level of theory: ωB97M-V/def2-TZVPD.

Calculated values
Orbital gap (spin up / spin down): 0.290 / 0.290 Ha
E_HOMO (spin up / spin down): -0.3000 / -0.3000 hartree
Total charge: 0
Energy relative to the best compared isomer or geometry (same formula, charge and spin): 2.221 eV

Last column: Mulliken charge in e.
Atoms and positions in Å:
C (2.78768, -0.35523, -0.24014)  -0.1276
N (1.71753, -0.90319, 0.25958)  -0.4448
N (-3.07998, 0.75549, 0.15831)  -0.5410
P (0.13984, -0.24784, 0.12724)  0.0633
P (-2.42084, -0.69445, -0.11378)  0.0959
H (3.79678, -0.74706, -0.18221)  0.2569
H (2.80127, 0.56701, -0.75269)  0.2217
H (-3.08769, 1.00688, 1.13068)  0.2359
H (-0.22452, 0.24104, 1.50896)  0.0977
H (0.08727, 1.17114, -0.30734)  0.0858
H (-2.51734, -0.79380, -1.58859)  0.0563


[7]
An isolated molecule of CH6N2S. Source: the Open Molecules 2025 dataset; level of theory: ωB97M-V/def2-TZVPD.

Calculated values
Orbital gap: 0.354 Ha
E_HOMO: -0.3210 hartree
Total charge: 0
Energy relative to the best compared isomer or geometry (same formula, charge and spin): 1.878 eV

Last column: Mulliken charge in e.
Atoms and positions in Å:
C (-0.48218, 0.84682, 0.51328)  -0.5829
N (0.42390, -0.27225, 0.67994)  -0.1190
N (-0.13453, -1.43033, 0.15607)  -0.5149
S (2.10151, 0.09378, 0.03429)  -0.1585
H (0.04444, 1.87065, 0.49728)  0.2338
H (-0.95763, 0.64033, -0.47360)  0.2806
H (-1.25637, 0.83168, 1.27969)  0.2385
H (-0.20061, -1.24479, -0.84759)  0.2256
H (0.51756, -2.26152, 0.35094)  0.2787
H (1.74177, -0.08475, -1.30578)  0.1181


[8]
A cluster of 2 separate species, CH6N3O in total. Source: the Open Molecules 2025 dataset; level of theory: ωB97M-V/def2-TZVPD.

Calculated values
Orbital gap: 0.340 Ha
E_HOMO: -0.5467 hartree
Total charge: +1
Energy relative to the best compared isomer or geometry (same formula, charge and spin): 5.501 eV

Last column: Mulliken charge in e.
Atoms and positions in Å:
C (-0.13285, 0.13442, 0.21406)  0.7910
N (-1.30934, 0.11509, -0.64802)  -0.4844
N (0.77665, 1.12315, 0.34133)  -0.7663
N (0.51450, -1.26243, 0.18084)  -0.3293
O (-1.33386, 0.11892, 0.82904)  -0.3188
H (-1.70121, 0.98478, -1.05525)  0.2930
H (1.37520, 1.64986, -1.13233)  0.3939
H (0.19470, 1.90208, 0.63983)  0.3313
H (-0.38201, -1.75586, 0.54572)  0.3983
H (1.31937, -1.18173, 0.76996)  0.3258
H (0.67885, -1.82827, -0.68518)  0.3654


[9]
A cluster of 2 separate species, CH6N3O in total. Source: the Open Molecules 2025 dataset; level of theory: ωB97M-V/def2-TZVPD.

Calculated values
Orbital gap (spin up / spin down): 0.333 / 0.333 Ha
E_HOMO (spin up / spin down): -0.5064 / -0.5064 hartree
Total charge: +1
Energy relative to the best compared isomer or geometry (same formula, charge and spin): 4.963 eV

Last column: Mulliken charge in e.
Atoms and positions in Å:
C (-0.84396, -0.75833, 0.18909)  -0.1138
N (-1.77812, -0.05671, -0.37317)  -0.2680
N (1.24732, -0.29294, -0.08161)  0.0491
N (1.37501, 0.33085, 0.99650)  -0.1843
O (1.23545, 0.49128, -1.26188)  -0.3316
H (-1.16345, -1.55527, 0.78571)  0.3283
H (-2.85559, -0.02095, -0.11481)  0.2995
H (-1.63901, 0.73626, -1.01653)  0.2902
H (1.86752, -0.14906, 1.74040)  0.2675
H (0.99324, 1.31498, 1.06276)  0.2778
H (1.56158, -0.04011, -1.92645)  0.3854


[10]
A cluster of 2 separate species, CH6N3O in total. Source: the Open Molecules 2025 dataset; level of theory: ωB97M-V/def2-TZVPD.

Calculated values
Orbital gap: 0.376 Ha
E_HOMO: -0.5299 hartree
Total charge: +1
Energy relative to the best compared isomer or geometry (same formula, charge and spin): 1.505 eV

Last column: Mulliken charge in e.
Atoms and positions in Å:
C (-0.93532, 0.06372, -0.19644)  0.2376
N (-1.18014, -1.22261, -0.33310)  -0.2800
N (1.83554, 0.57449, -0.40163)  -0.2628
N (1.32887, 0.38754, 0.68116)  -0.1775
O (-1.67837, 0.76340, 0.57762)  -0.3808
H (-0.13502, 0.51249, -0.79789)  0.4712
H (-2.11332, -1.61308, -0.24813)  0.2823
H (2.79499, 0.44639, -0.56918)  0.2469
H (1.93207, 0.29967, 1.46783)  0.2231
H (-0.58849, -1.79602, -0.87426)  0.2513
H (-1.26081, 1.58401, 0.69403)  0.3888


E_tot, respectively: -8210.373, -8201.707, -21086.625, -16990.520, -27828.293, -22688.740, -14947.709, -7639.085, -7639.623, -7643.082 eV.